Entry 1:
{"formula": "C3H7N2O3", "method": "wB97M-V/def2-TZVPD", "symbols": ["C", "C", "C", "N", "N", "O", "O", "O", "H", "H", "H", "H", "H", "H", "H"], "xyz": [[-1.63005, -0.75410, -0.16073], [2.96446, 0.28477, -0.06074], [1.57350, 0.62965, -0.17556], [-1.72034, -1.94159, 0.35099], [-2.38668, 0.34572, 0.06212], [-3.50099, 0.25462, -0.30753], [-1.82666, 1.52331, 0.28137], [0.62919, -0.18150, -0.15080], [3.77500, 1.07900, 0.08337], [3.23814, -0.60438, 0.36957], [3.44402, -0.01362, -1.10620], [1.25519, 1.71488, -0.20146], [-1.19080, -2.69381, -0.12763], [-2.25406, -2.02225, 1.13426], [-2.36992, 2.37930, 0.00897]], "forces_ev_per_a": [[0.86, -0.91, -0.35], [3.94, 1.66, -3.91], [-3.12, 0.40, 0.53], [2.26, 2.48, -3.42], [0.99, -0.22, -0.52], [-3.04, 0.22, -0.49], [0.78, 2.25, 0.40], [1.87, 0.62, 0.14], [-1.77, -0.59, 0.66], [0.03, -2.06, 1.93], [-1.65, 0.61, 1.11], [0.70, -0.76, -0.22], [-0.75, 0.45, 0.71], [-1.60, -1.23, 3.01], [0.49, -2.94, 0.40]], "gap_ev": [8.46, 8.46], "multiplicity": 1, "total_charge": 1}

---

Entry 2:
{"formula": "C4H10N4", "method": "wB97M-V/def2-TZVPD", "symbols": ["C", "N", "C", "C", "N", "N", "C", "N", "H", "H", "H", "H", "H", "H", "H", "H", "H", "H"], "xyz": [[1.83368, 0.58013, 0.57152], [-1.43126, 0.40610, -0.36463], [-1.02856, -0.62015, 0.57716], [0.06685, -0.86716, -0.53960], [-1.52243, 1.78766, -0.08267], [-0.33737, -1.79622, -1.51016], [1.34280, -0.46397, -0.37802], [-0.93287, -0.50913, 1.82777], [-1.72614, 0.18436, -1.31468], [-1.73265, 1.92450, 0.90929], [-0.62572, 2.24089, -0.27401], [-0.91313, -2.54108, -1.14094], [0.42907, -2.16059, -2.06016], [-1.43614, 0.28511, 2.22992], [2.10104, -1.01655, -0.91770], [2.79403, 0.27916, 0.99427], [1.98718, 1.54421, 0.07699], [1.13160, 0.74272, 1.39564]], "forces_ev_per_a": [[-0.10, 0.05, 0.15], [-1.68, 1.21, 0.89], [2.11, 3.25, -3.53], [0.93, -3.90, 2.39], [-0.55, 0.19, 0.56], [-0.12, 0.15, -0.18], [-0.47, 0.05, 0.02], [-0.11, -0.52, 0.14], [0.15, -0.22, 0.62], [0.00, -0.03, -0.51], [-0.09, -0.39, 0.12], [0.10, 0.04, 0.02], [-0.03, 0.14, -0.08], [-0.22, -0.20, -0.18], [-0.08, 0.16, -0.47], [-0.02, 0.07, 0.06], [0.07, 0.02, 0.01], [0.11, -0.06, -0.03]], "gap_ev": 8.18, "multiplicity": 1, "total_charge": 0}

---

Entry 3:
{"formula": "C21H22Cl2N4O2", "method": "wB97M-V/def2-TZVPD", "symbols": ["C", "C", "C", "C", "C", "C", "C", "C", "C", "C", "N", "C", "C", "C", "O", "N", "N", "C", "O", "N", "C", "C", "C", "Cl", "C", "C", "Cl", "C", "C", "H", "H", "H", "H", "H", "H", "H", "H", "H", "H", "H", "H", "H", "H", "H", "H", "H", "H", "H", "H", "H", "H"], "xyz": [[-0.58848, -3.83354, -0.16746], [-1.72582, -2.96309, -0.68816], [-2.64936, -3.74938, -1.61927], [-3.85416, -2.93679, -2.11616], [-5.16360, -3.24818, -1.38921], [-5.13747, -2.92712, 0.11164], [-4.79024, -1.54623, 0.35324], [-4.48346, -0.39421, 0.52002], [-4.06871, 0.94163, 0.70914], [-4.87992, 1.88566, 1.35024], [-4.51225, 3.13394, 1.55706], [-3.32210, 3.52320, 1.14361], [-2.42977, 2.67821, 0.47922], [-1.09912, 3.20141, 0.07776], [-0.47639, 4.03169, 0.69399], [-0.59817, 2.61414, -1.06627], [0.61118, 3.03133, -1.61116], [1.81894, 2.44247, -1.26324], [2.86170, 2.94292, -1.60048], [1.66000, 1.24762, -0.60962], [2.63772, 0.36642, -0.16808], [3.99103, 0.55693, -0.43262], [4.90364, -0.37391, 0.03227], [6.57754, -0.13967, -0.29349], [4.51049, -1.49204, 0.75250], [3.15924, -1.66138, 1.00488], [2.63571, -3.03869, 1.90281], [2.22077, -0.75111, 0.55556], [-2.81395, 1.36015, 0.26510], [0.06065, -3.27142, 0.49880], [0.01331, -4.20953, -0.99196], [-0.98171, -4.68560, 0.38280], [-1.30855, -2.11553, -1.23947], [-2.29364, -2.56093, 0.15300], [-2.05863, -4.08243, -2.47538], [-2.99912, -4.64803, -1.10655], [-4.01473, -3.14086, -3.17691], [-3.63960, -1.87028, -2.01902], [-5.40116, -4.30755, -1.50956], [-5.96513, -2.67100, -1.85677], [-6.12140, -3.13111, 0.54393], [-4.40791, -3.56556, 0.61691], [-5.86015, 1.60964, 1.71524], [-3.05262, 4.55165, 1.33868], [-1.23088, 2.16220, -1.71572], [0.69198, 4.01681, -1.84114], [0.71230, 1.01119, -0.34675], [4.31399, 1.42253, -0.98616], [5.23519, -2.20600, 1.10644], [1.17419, -0.90528, 0.76966], [-2.15489, 0.64539, -0.20929]], "forces_ev_per_a": [[-0.12, 0.26, -0.02], [0.06, -0.39, 0.00], [0.00, 0.40, -0.02], [-0.09, -0.28, -0.02], [0.11, 0.11, -0.12], [-0.16, -0.39, -0.20], [0.13, 0.81, 0.24], [-0.31, -0.95, -0.10], [0.23, 0.64, 0.06], [0.10, -0.39, -0.15], [-0.28, 0.39, 0.23], [0.45, -0.02, -0.21], [-0.38, -0.07, 0.23], [0.24, 0.06, 0.02], [-0.09, 0.09, 0.03], [0.45, -0.17, -0.55], [-0.66, 0.35, -0.08], [-0.26, -0.42, 0.09], [0.29, 0.18, -0.02], [-0.55, 0.03, 0.13], [0.50, -0.25, 0.10], [0.08, 0.11, -0.07], [-0.49, -0.16, 0.14], [0.28, 0.04, -0.05], [0.05, 0.02, -0.02], [0.11, 0.32, -0.21], [-0.05, -0.18, 0.14], [0.07, 0.03, -0.02], [-0.14, 0.27, 0.12], [0.12, -0.03, 0.07], [0.10, -0.08, -0.06], [0.00, -0.12, 0.07], [-0.06, 0.10, 0.00], [-0.02, 0.10, 0.00], [0.02, -0.09, 0.02], [0.01, -0.13, 0.02], [-0.01, 0.09, 0.00], [0.01, 0.05, -0.08], [-0.05, 0.00, -0.01], [-0.05, -0.07, 0.04], [0.12, -0.07, 0.05], [-0.06, -0.05, 0.05], [-0.05, -0.13, -0.02], [0.12, 0.07, -0.01], [0.12, 0.17, 0.13], [-0.04, -0.20, 0.14], [0.19, 0.11, -0.10], [0.05, -0.01, 0.00], [0.06, -0.07, 0.04], [-0.13, -0.04, 0.04], [0.01, -0.05, -0.03]], "gap_ev": 8.87, "multiplicity": 1, "total_charge": 0}

---

Entry 4:
{"formula": "C12H17BF6O9", "method": "wB97M-V/def2-TZVPD", "symbols": ["C", "C", "B", "O", "O", "C", "O", "C", "O", "O", "H", "H", "H", "H", "H", "H", "H", "C", "C", "O", "C", "O", "C", "F", "F", "F", "H", "H", "H", "H", "H", "C", "C", "O", "C", "O", "C", "F", "F", "F", "H", "H", "H", "H", "H"], "xyz": [[-3.20409, -0.90920, 1.62547], [-3.15094, -2.38053, 1.16902], [-4.58429, -2.94032, 0.71700], [-4.74997, -3.48532, -0.52236], [-5.62488, -2.88689, 1.57940], [-2.32858, -3.33975, 2.03758], [-1.27967, -3.79915, 1.17825], [-1.13326, -2.85587, 0.23556], [-0.17635, -2.53320, -0.26775], [-2.34732, -2.35753, -0.06709], [-3.02212, -0.30484, 0.76230], [-4.16507, -0.68755, 2.05700], [-2.42081, -0.75912, 2.35054], [-4.04755, -4.13232, -0.65506], [-6.43905, -2.70852, 1.09037], [-2.89106, -4.15858, 2.43668], [-1.86060, -2.78144, 2.83870], [2.89404, 0.27702, 0.20327], [3.31868, -0.87239, 1.09316], [3.83416, -0.39406, 2.35266], [2.93401, -0.01854, 3.24779], [1.74558, -0.04569, 3.12155], [3.64426, 0.43290, 4.53328], [4.65532, 1.27391, 4.26339], [4.15093, -0.63089, 5.18206], [2.79517, 1.05318, 5.35298], [3.72000, 0.97593, 0.06355], [2.57306, -0.09233, -0.76994], [2.07473, 0.82938, 0.64694], [4.13111, -1.42471, 0.62618], [2.50310, -1.57434, 1.26323], [0.33696, 3.27682, -5.60095], [0.75080, 2.18184, -4.64079], [1.22573, 2.72511, -3.39420], [0.29594, 3.13484, -2.54172], [-0.88646, 3.09220, -2.70252], [0.96548, 3.64856, -1.25852], [1.97935, 4.48586, -1.53210], [1.46231, 2.61664, -0.55003], [0.09472, 4.29961, -0.48844], [1.15789, 3.97799, -5.75509], [0.05200, 2.84954, -6.56154], [-0.50811, 3.84388, -5.21320], [1.58527, 1.61870, -5.05244], [-0.06046, 1.47918, -4.45414]], "forces_ev_per_a": [[-0.03, -1.37, 0.38], [-0.51, 0.15, -1.39], [0.62, -0.10, 0.12], [-0.27, -0.54, 0.14], [-0.47, 1.10, 0.13], [0.29, 0.55, 0.04], [0.06, -0.52, 1.08], [-5.13, -1.23, 1.67], [5.94, 1.39, -2.98], [-0.32, 0.28, 0.49], [-0.01, 0.49, -0.43], [-0.29, 0.25, 0.28], [0.27, 0.41, 0.32], [0.21, 0.36, -0.67], [-0.20, -0.57, 0.23], [-0.14, -0.60, 0.13], [0.05, -0.01, 0.44], [0.12, 0.06, 0.26], [-0.18, -0.15, -0.67], [0.10, 0.01, 0.22], [-0.03, -0.26, -0.49], [-0.05, 0.07, 0.21], [0.22, 0.25, 0.42], [-0.19, -0.17, 0.04], [-0.09, 0.15, -0.15], [0.11, -0.13, -0.17], [0.04, -0.07, -0.07], [0.01, -0.06, 0.02], [-0.13, -0.10, 0.07], [0.16, 0.04, 0.24], [-0.07, 0.11, 0.16], [-0.03, 0.25, 0.19], [-0.13, -0.16, -0.54], [0.10, 0.04, 0.22], [-0.01, -0.27, -0.44], [-0.06, 0.09, 0.18], [0.26, 0.34, 0.53], [-0.19, -0.20, -0.02], [-0.19, 0.33, -0.29], [0.07, -0.18, -0.19], [0.05, -0.08, -0.07], [0.03, -0.04, 0.00], [-0.06, -0.08, 0.00], [0.13, 0.05, 0.19], [-0.06, 0.11, 0.15]], "gap_ev": 10.74, "multiplicity": 1, "total_charge": 0}

---

Entry 5:
{"formula": "C6H11N2S", "method": "wB97M-V/def2-TZVPD", "symbols": ["C", "C", "C", "C", "C", "C", "N", "N", "S", "H", "H", "H", "H", "H", "H", "H", "H", "H", "H", "H"], "xyz": [[-0.23817, -0.30284, -2.68156], [-1.35496, -1.11011, -2.70459], [-0.67575, -0.43570, -0.52651], [0.44678, -2.00371, 2.23306], [0.54685, 2.39337, 0.65392], [-0.40173, 0.06999, 0.79191], [0.21633, -0.03855, -1.49442], [0.79212, 0.90327, 0.82781], [-1.96826, -1.37100, -1.21124], [0.10853, 0.15063, -3.60243], [-1.70122, -1.47158, -3.61642], [-0.35759, -1.79585, 2.89235], [0.50055, -2.79101, 1.51814], [1.43270, -1.54155, 2.34851], [0.01918, 2.82425, 1.44170], [1.40815, 2.97854, 0.43132], [-0.16151, 2.30500, -0.20837], [-1.17995, 0.04028, 1.50784], [1.06736, 0.48430, -0.14679], [1.50059, 0.71227, 1.54576]], "forces_ev_per_a": [[-0.89, -0.73, -1.92], [1.29, 1.06, -1.02], [1.46, 0.69, -0.48], [1.38, 1.27, -0.93], [-1.51, -1.89, -2.46], [-0.61, -2.09, -0.34], [-0.51, 0.84, 2.94], [0.44, -0.13, -0.87], [-0.32, -0.04, 2.15], [0.70, -0.29, 0.22], [-1.11, -0.72, -1.06], [-0.38, -0.19, 0.46], [-0.62, -0.57, -0.24], [-0.51, -0.02, 0.47], [-0.76, 0.29, 1.65], [0.87, -0.08, -0.28], [0.73, 1.01, 0.46], [-0.19, 0.54, 0.89], [1.11, 1.39, 0.51], [-0.57, -0.32, -0.14]], "gap_ev": [8.25, 7.05], "multiplicity": 1, "total_charge": 1}

---

Entry 6:
{"formula": "C18H44B2MgO8S3", "method": "wB97M-V/def2-TZVPD", "symbols": ["Mg", "B", "H", "H", "H", "H", "B", "H", "H", "H", "H", "C", "C", "O", "C", "H", "H", "H", "H", "H", "H", "C", "C", "O", "C", "H", "H", "H", "H", "H", "H", "C", "C", "C", "S", "O", "O", "C", "H", "H", "H", "H", "H", "H", "H", "H", "C", "C", "C", "S", "O", "O", "C", "H", "H", "H", "H", "H", "H", "H", "H", "C", "C", "C", "S", "O", "O", "C", "H", "H", "H", "H", "H", "H", "H", "H"], "xyz": [[-21.43062, 1.41447, 7.72876], [-21.93084, 2.54428, 5.59664], [-22.45253, 1.54100, 5.94981], [-21.52034, 2.56754, 4.46089], [-22.74318, 3.44947, 5.61736], [-21.06820, 2.73894, 6.36995], [-19.52170, 0.43213, 7.25940], [-18.65635, -0.37593, 7.04339], [-19.99614, 0.23233, 8.31483], [-19.14705, 1.56877, 7.12341], [-20.42212, 0.35774, 6.50041], [-17.88993, 2.16313, 4.14306], [-16.38300, 2.23372, 4.22217], [-15.73950, 3.10176, 3.67758], [-15.69236, 1.06130, 4.89641], [-18.30070, 3.16366, 4.04705], [-18.23234, 1.66754, 5.05775], [-18.22237, 1.50124, 3.34267], [-16.28843, 0.15264, 4.86442], [-15.50973, 1.33087, 5.94163], [-14.71287, 0.93870, 4.43794], [-19.43292, -3.77885, 7.65531], [-18.11388, -3.17710, 8.10106], [-17.80784, -3.10733, 9.26999], [-17.12071, -2.80206, 7.01759], [-19.45254, -4.82818, 7.37380], [-19.73835, -3.16396, 6.80167], [-20.16775, -3.59094, 8.43978], [-16.33558, -2.13468, 7.36479], [-17.60948, -2.25208, 6.21383], [-16.70205, -3.76742, 6.72216], [-23.76090, -2.39665, 4.94061], [-24.71240, -1.17501, 5.07768], [-24.98520, -1.08457, 6.56629], [-23.43404, -1.35757, 7.38897], [-23.64193, -2.15853, 8.55856], [-22.75430, -0.09732, 7.50663], [-22.73790, -2.38290, 6.07838], [-23.25624, -2.35422, 3.97697], [-24.43058, -3.25610, 4.90585], [-25.63776, -1.38000, 4.54496], [-24.25934, -0.25863, 4.69667], [-25.50332, -2.01222, 6.85671], [-25.62313, -0.31878, 6.99874], [-22.60893, -3.36840, 6.52056], [-21.77850, -2.00046, 5.73638], [-19.32303, -0.82870, 12.15697], [-20.46885, -1.87024, 11.98487], [-21.48894, -1.34838, 10.99018], [-21.30071, 0.42055, 11.00717], [-21.90558, 0.93438, 12.20566], [-21.63101, 0.96307, 9.70899], [-19.53108, 0.34231, 11.19564], [-18.36568, -1.30421, 11.95890], [-19.32513, -0.47958, 13.18898], [-20.89424, -2.20827, 12.92727], [-20.02407, -2.78440, 11.58546], [-22.53336, -1.58898, 11.17482], [-21.24951, -1.67166, 9.97616], [-19.13660, 1.27889, 11.57940], [-19.12344, 0.10350, 10.21189], [-17.49341, 4.54055, 8.94969], [-17.90030, 5.45018, 7.78302], [-19.22093, 4.89699, 7.24931], [-20.09863, 4.37952, 8.71729], [-20.54504, 3.01602, 8.55071], [-21.04743, 5.39829, 9.03762], [-18.70808, 4.36686, 9.86638], [-16.71162, 5.05886, 9.50461], [-17.16585, 3.55859, 8.61016], [-17.09559, 5.44429, 7.05008], [-18.02666, 6.48662, 8.10539], [-18.95186, 4.02676, 6.64840], [-19.90375, 5.56466, 6.73504], [-18.78713, 3.43085, 10.40785], [-18.83433, 5.24476, 10.49678]], "forces_ev_per_a": [[-0.10, 0.45, -0.56], [-0.75, 1.06, -0.65], [-0.61, -0.79, -0.28], [0.29, -0.59, 0.01], [-0.10, 0.06, 0.43], [0.87, 0.64, 0.14], [1.35, -0.32, -0.66], [-0.03, -0.08, -0.10], [0.14, -0.23, 0.97], [0.35, 0.05, 0.29], [-0.35, -0.60, -1.04], [0.32, -0.11, 0.98], [-0.09, -0.70, -1.01], [-0.04, 0.21, 0.36], [0.27, 0.54, 0.16], [-0.21, -0.08, -0.17], [-0.30, 0.28, -0.02], [0.17, 0.18, -0.24], [0.00, -0.03, 0.01], [-0.16, -0.12, 0.03], [-0.04, -0.17, -0.05], [-0.49, 1.40, -0.12], [0.82, -0.56, 0.21], [-0.36, 0.22, 0.10], [-0.43, 0.29, 0.20], [0.42, -0.04, 0.05], [-0.16, -0.33, -0.13], [0.05, -0.27, 0.10], [0.05, -0.27, 0.41], [-0.06, -0.50, -0.27], [0.11, 0.19, -0.48], [-0.60, 0.75, -0.65], [0.45, 0.17, 0.16], [-0.82, -1.30, 0.37], [-0.85, -0.25, -0.75], [0.23, -0.08, 0.55], [0.13, -0.01, 0.29], [-0.09, -0.31, -0.11], [0.06, -0.06, 0.03], [0.42, -0.35, 0.41], [0.00, 0.18, -0.09], [-0.02, 0.01, 0.01], [0.00, 0.04, -0.12], [0.56, 0.58, -0.16], [0.13, 0.04, 0.07], [0.00, 0.26, 0.26], [-0.22, -0.10, 0.50], [0.60, -0.75, -0.16], [-0.25, 0.00, -0.35], [0.58, -0.85, 0.34], [-0.05, 0.32, -0.28], [-0.92, 0.39, 0.60], [0.05, -0.34, 0.10], [0.05, 0.07, 0.01], [0.08, 0.11, -0.05], [-0.18, 0.53, 0.12], [-0.08, 0.08, -0.21], [0.00, 0.02, 0.12], [-0.01, 0.12, -0.04], [-0.09, 0.11, -0.10], [-0.05, 0.23, -0.06], [-0.06, 0.33, 0.55], [-0.16, 0.25, 0.06], [0.77, -0.44, -0.03], [0.37, 0.29, -0.70], [-0.20, 0.20, 0.91], [-0.36, 0.19, 0.47], [-0.34, 0.36, -0.65], [0.24, -0.42, 0.02], [0.19, 0.10, -0.15], [-0.22, 0.00, -0.26], [0.06, -0.07, 0.20], [-0.61, -0.14, -0.03], [0.17, 0.08, -0.18], [0.21, 0.03, 0.17], [-0.12, -0.14, 0.19]], "gap_ev": 8.87, "multiplicity": 1, "total_charge": 0}

---

| no. | strongest force on any atom (eV/Å) |
| --- | --- |
| 1 | 5.8 |
| 2 | 5.2 |
| 3 | 1.0 |
| 4 | 6.8 |
| 5 | 3.4 |
| 6 | 1.6 |